Computed, not measured: one molecule with the formula C15H24N3O7PS, with ωB97M-V with the def2-TZVPD basis set.

```
51
Properties=species:S:1:pos:R:3
N 0.307 3.032 -0.629
P 0.090 2.511 0.891
O 1.146 3.226 2.075
O -1.591 2.799 1.390
C 0.432 0.590 0.959
C 0.208 -0.118 -0.512
O -1.189 0.198 -0.898
C -1.455 -0.095 -2.311
C -2.701 0.838 -2.923
C -4.174 0.437 -2.288
O -5.242 1.121 -2.785
C -4.265 -0.694 -1.097
C -4.474 -0.172 0.456
C -4.518 -1.281 1.705
C -4.321 -2.877 1.284
C -4.142 -3.372 -0.279
C -4.100 -2.281 -1.517
O 1.602 0.213 1.708
C 2.852 0.070 0.999
S 3.299 1.423 -0.227
C 3.148 -1.471 0.413
C 3.421 -1.514 -1.201
N 4.898 -1.234 -1.487
C 4.025 0.225 2.192
O 4.212 1.704 2.361
N 4.597 1.992 3.616
O 3.743 2.738 4.127
H -0.638 3.443 -0.896
H 0.724 3.269 2.983
H -2.022 1.887 1.524
H -0.501 0.200 1.601
H 0.418 -1.288 -0.444
H 0.899 0.290 -1.363
H -1.709 -1.235 -2.522
H -0.522 0.153 -3.009
H -2.758 0.712 -4.091
H -2.408 1.975 -2.720
H -4.573 0.977 0.709
H -4.657 -0.930 2.816
H -4.313 -3.695 2.124
H -4.008 -4.510 -0.513
H -3.946 -2.558 -2.652
H 2.926 2.694 0.241
H 2.190 -2.101 0.713
H 4.052 -1.981 0.989
H 2.683 -0.881 -1.853
H 3.254 -2.647 -1.536
H 5.003 -0.803 -2.430
H 5.314 -0.634 -0.736
H 3.675 -0.261 3.201
H 5.076 -0.169 1.810
```

SMILES = N=P(O)(O)[C@@H](COCCC(=O)c1ccccc1)O[C@](S)(CCN)CON=O
2S+1 = 1
Total charge = 0
ΔE to the lowest compared entry with this formula, charge and spin = 480.34 kcal/mol
E_tot = -2015.83631 a.u.
F_max = 0.1692 hartree/bohr

Just the Löwdin charges please, in e? Sure, here they are: -0.21, 0.75, -0.23, -0.25, -0.30, -0.17, -0.23, -0.21, -0.07, -0.21, -0.06, -0.09, -0.01, -0.05, -0.07, -0.06, -0.02, -0.18, -0.63, 0.81, -0.13, -0.30, -0.05, -0.12, -0.24, -0.04, 0.02, 0.00, 0.09, 0.06, 0.15, 0.15, 0.09, 0.12, 0.14, 0.13, 0.14, 0.10, 0.08, 0.08, 0.08, 0.10, -0.08, 0.13, 0.13, 0.09, 0.12, 0.07, 0.05, 0.15, 0.14